A cluster of 2 separate species, C6H14S2 in total, computed with ωB97M-V/def2-TZVPD.

Each line ends with the Mulliken charge.
Geometry (Å):
1 C 1.64420 3.44605 -1.61353  -1.296
2 C 1.35475 2.08303 -0.97938  -0.165
3 S 0.53250 1.06604 -2.20855  -0.116
4 S 0.19196 -0.66270 -1.11126  -0.214
5 H 0.70106 3.91292 -1.88250  0.355
6 H 2.35676 3.31988 -2.43167  0.331
7 H 2.18489 4.10633 -0.93137  0.357
8 H 0.68693 2.22864 -0.12644  0.220
9 H 2.24693 1.59711 -0.58553  0.370
10 H 1.18321 -1.38050 -1.66560  0.157
11 C -0.70050 0.25568 2.53861  -1.003
12 C -1.34098 -1.09718 2.70380  -0.083
13 C -1.12771 -2.21213 2.02812  0.148
14 C -1.84578 -3.49825 2.34781  -1.208
15 H 0.17173 0.17211 1.89033  0.180
16 H -1.42367 0.95637 2.11655  0.269
17 H -0.38748 0.68234 3.49106  0.381
18 H -2.11185 -1.12497 3.47426  0.226
19 H -0.41928 -2.26230 1.20627  0.176
20 H -2.75580 -3.32299 2.91475  0.326
21 H -2.16909 -3.99711 1.42990  0.323
22 H -1.15898 -4.17283 2.85941  0.267

Summary:
LUMO = 0.6 eV
E_HOMO = -8.99 eV
SMILES = C/C=C/C.CCSS

A cluster of 2 separate species, C3H9NO3 in total, computed with ωB97M-V/def2-TZVPD.

Each line ends with the Mulliken charge.
Geometry (Å):
1 O 1.96338 0.50306 -1.88815  -0.664
2 C 1.03935 0.18795 -1.05078  0.446
3 N -0.00837 1.03810 -0.78462  -0.138
4 C -0.84274 1.29783 0.36133  -0.154
5 O -2.07029 1.69444 0.01669  -0.535
6 C 1.09905 -1.10998 -0.43902  -0.605
7 H 0.36586 1.92198 -1.14436  0.280
8 H -0.79980 0.47903 1.16187  0.139
9 H -0.48893 2.15730 0.91951  0.256
10 H -2.71318 0.91853 0.04738  0.322
11 H 0.94622 -1.86240 -1.21192  0.251
12 H 2.16711 -1.24929 -0.24445  0.286
13 H 0.51299 -1.20072 0.48873  0.119
14 H -1.02617 -2.69530 3.57592  0.328
15 H -1.12502 -2.48516 2.07001  0.300
16 O -0.58739 -2.88569 2.69652  -0.630

Summary:
LUMO = 0.1 eV
E_HOMO = -9.75 eV
SMILES = CC(=O)NCO.O

In the order shown, the computed largest force on an atom values come out to 0.957 4.545 eV Å⁻¹.